Molecular formula: C67H74N3OS
Method: DFT, ωB97M-V/def2-TZVPD

Calculated values
- Kohn-Sham gap (eV) = 7.3
- E_LUMO (eV) = -3.1
- max |F| (eV/Å) = 2.1
- energy (a.u.) = -3234.8327
- HOMO energy (eV) = -10.391

```
! wB97M-V def2-TZVPD RIJCOSX def2/J DEFGRID3
* xyz 1 1
N 3.797 -1.880 0.715
C 2.585 -1.891 0.337
N 2.076 -2.951 -0.407
N 1.655 -0.800 0.604
C 1.435 -0.666 2.059
C 0.189 0.206 2.395
C -0.089 1.206 1.268
C -0.887 2.434 1.718
S -2.697 2.119 1.726
C -3.206 1.553 0.091
C -4.712 1.132 0.159
O -5.594 1.797 -0.324
C -4.956 -0.201 0.888
C -5.186 -0.140 2.238
C -5.366 -1.316 2.947
C -5.310 -2.487 2.264
C -5.113 -2.564 0.907
C -4.927 -1.409 0.191
H 3.970 -1.011 1.219
H 2.132 -3.830 0.090
H 1.134 -2.769 -0.723
H 2.125 0.026 0.248
H 2.298 -0.161 2.515
H 1.354 -1.665 2.483
H -0.641 -0.505 2.486
H 0.394 0.693 3.351
H 0.877 1.603 0.936
H -0.532 0.701 0.411
H -0.755 3.270 1.029
H -0.655 2.686 2.754
H -2.827 1.094 2.606
H -2.667 0.628 -0.137
H -3.014 2.297 -0.681
H -5.198 0.835 2.717
H -5.519 -1.262 4.017
H -5.429 -3.410 2.822
H -5.101 -3.505 0.371
H -4.751 -1.376 -0.888
C 3.097 3.369 5.030
C 3.228 2.319 4.132
C 4.195 1.343 4.338
C 5.027 1.414 5.446
C 4.892 2.462 6.347
C 3.931 3.441 6.137
H 2.345 4.132 4.868
H 2.575 2.261 3.268
H 4.301 0.528 3.632
H 5.778 0.652 5.607
H 5.539 2.516 7.214
H 3.830 4.260 6.838
C -2.654 -0.216 -4.223
C -3.929 -0.419 -3.711
C -4.727 -1.434 -4.223
C -4.244 -2.252 -5.235
C -2.966 -2.052 -5.739
C -2.173 -1.031 -5.236
H -2.033 0.582 -3.831
H -4.321 0.205 -2.915
H -5.725 -1.588 -3.832
H -4.864 -3.046 -5.630
H -2.590 -2.693 -6.527
H -1.179 -0.869 -5.633
C 2.661 -0.952 -7.632
C 1.405 -1.365 -7.207
C 0.333 -1.347 -8.089
C 0.517 -0.926 -9.398
C 1.774 -0.517 -9.824
C 2.844 -0.526 -8.940
H 3.497 -0.963 -6.943
H 1.263 -1.701 -6.187
H -0.647 -1.665 -7.756
H -0.318 -0.918 -10.087
H 1.918 -0.191 -10.846
H 3.822 -0.203 -9.271
C 1.210 0.892 8.683
C 0.159 0.794 9.586
C -0.986 1.558 9.405
C -1.085 2.414 8.317
C -0.035 2.509 7.413
C 1.114 1.751 7.598
H 2.104 0.299 8.826
H 0.233 0.122 10.431
H -1.802 1.486 10.113
H -1.980 3.007 8.174
H -0.112 3.176 6.562
H 1.933 1.832 6.895
C 2.220 -4.886 -7.870
C 3.380 -5.024 -7.122
C 3.963 -6.275 -6.966
C 3.389 -7.387 -7.568
C 2.230 -7.248 -8.319
C 1.643 -5.999 -8.468
H 1.765 -3.911 -7.989
H 3.831 -4.155 -6.658
H 4.865 -6.383 -6.378
H 3.846 -8.361 -7.451
H 1.784 -8.115 -8.790
H 0.737 -5.892 -9.050
C -8.641 -5.017 5.295
C -8.495 -3.955 4.412
C -8.105 -2.709 4.885
C -7.854 -2.526 6.238
C -7.997 -3.589 7.120
C -8.395 -4.833 6.649
H -8.948 -5.987 4.928
H -8.685 -4.099 3.356
H -7.998 -1.880 4.197
H -7.546 -1.555 6.606
H -7.800 -3.447 8.174
H -8.512 -5.659 7.337
C 6.880 -0.754 2.365
C 7.935 -0.605 3.255
C 9.003 0.220 2.931
C 9.009 0.906 1.723
C 7.950 0.762 0.837
C 6.890 -0.074 1.158
H 6.047 -1.402 2.611
H 7.925 -1.133 4.201
H 9.830 0.332 3.621
H 9.840 1.554 1.473
H 7.953 1.299 -0.104
H 6.063 -0.194 0.469
C 1.790 1.362 -2.490
C 2.691 2.005 -1.650
C 3.020 3.336 -1.868
C 2.441 4.030 -2.923
C 1.538 3.390 -3.763
C 1.216 2.055 -3.548
H 1.538 0.322 -2.322
H 3.144 1.467 -0.824
H 3.727 3.833 -1.217
H 2.696 5.069 -3.090
H 1.086 3.930 -4.585
H 0.517 1.555 -4.208
C -3.206 6.449 -1.264
C -2.675 5.167 -1.304
C -1.429 4.943 -1.872
C -0.705 6.002 -2.393
C -1.230 7.286 -2.355
C -2.482 7.509 -1.793
H -4.179 6.622 -0.822
H -3.235 4.336 -0.894
H -1.017 3.939 -1.909
H 0.268 5.823 -2.830
H -0.664 8.114 -2.762
H -2.893 8.510 -1.768
*
```

Atomic partial charges in e from the Löwdin method, atoms 1 to 2: N 0.1585; C -0.5377

Molecular formula: C41H42BaP2S
Method: DFT, ωB97M-V/def2-TZVPD

Calculated values
- Kohn-Sham gap (alpha / beta) (eV) = 4.9 / 4.9
- E_LUMO (alpha / beta) (eV) = -0.3 / -0.3
- max |F| (eV/Å) = 13.3
- energy (a.u.) = -2693.3788
- HOMO energy (alpha / beta) (eV) = -5.163 / -5.164

```
! wB97M-V def2-TZVPD RIJCOSX def2/J DEFGRID3
* xyz 0 1
Ba 0.081 -0.036 2.220
C -1.829 0.821 -5.388
C -1.836 -0.450 -4.968
C -0.959 -1.609 -5.363
C 0.373 -1.281 -6.073
C 1.286 -0.409 -5.245
C 1.294 0.924 -5.127
C 0.417 1.962 -5.777
C -0.915 1.480 -6.393
C 1.485 0.448 3.729
H -2.559 1.487 -4.928
H -2.588 -0.708 -4.221
H -1.539 -2.297 -5.998
H -0.733 -2.178 -4.450
H 0.884 -2.231 -6.269
H 0.176 -0.838 -7.052
H 2.016 -0.953 -4.645
H 2.045 1.346 -4.458
H 0.997 2.486 -6.553
H 0.191 2.725 -5.019
H -1.426 2.361 -6.801
H -0.719 0.826 -7.245
H 1.272 1.425 4.174
H 2.507 0.465 3.326
H 1.446 -0.312 4.519
P -1.395 -0.552 0.578
P 1.635 -0.022 0.564
C -0.477 -0.794 -0.989
C 0.845 -0.587 -0.989
C -2.394 -2.075 0.695
C -2.755 -2.830 -0.431
C -3.480 -4.009 -0.280
C -3.853 -4.442 0.995
C -3.501 -3.694 2.118
C -2.772 -2.513 1.970
C -2.603 0.736 0.114
C -2.209 2.082 0.125
C -3.142 3.090 -0.105
C -4.481 2.767 -0.335
C -4.882 1.430 -0.334
C -3.950 0.418 -0.110
C 3.113 -1.076 0.686
C 3.026 -2.362 1.235
C 4.176 -3.125 1.429
C 5.426 -2.607 1.087
C 5.521 -1.321 0.552
C 4.373 -0.557 0.353
C 2.295 1.606 0.053
C 2.502 2.563 1.055
C 2.947 3.842 0.722
C 3.189 4.171 -0.613
C 2.988 3.219 -1.615
C 2.542 1.941 -1.286
H -1.013 -1.086 -1.892
H 1.445 -0.702 -1.891
H -2.479 -2.486 -1.425
H -3.758 -4.590 -1.156
H -4.423 -5.360 1.110
H -3.796 -4.026 3.110
H -2.493 -1.913 2.833
H -1.171 2.338 0.320
H -2.825 4.130 -0.101
H -5.209 3.554 -0.513
H -5.923 1.174 -0.507
H -4.267 -0.620 -0.110
H 2.056 -2.764 1.517
H 4.097 -4.124 1.850
H 6.322 -3.201 1.239
H 6.493 -0.910 0.290
H 4.452 0.444 -0.060
H 2.317 2.283 2.090
H 3.110 4.578 1.504
H 3.540 5.166 -0.873
H 3.181 3.473 -2.654
H 2.397 1.198 -2.065
S -2.254 0.285 4.408
C -1.247 0.248 5.890
C -0.550 -0.914 6.246
C 0.225 -0.936 7.411
C 0.298 0.200 8.225
C -0.402 1.357 7.873
C -1.173 1.383 6.706
H -0.605 -1.797 5.621
H 0.767 -1.832 7.685
H 0.895 0.182 9.128
H -0.349 2.235 8.505
H -1.715 2.281 6.442
*
```

Atomic partial charges in e from the Löwdin method, atoms 1 to 2: Ba 1.4983; C -0.0997

Molecular formula: C29H21N5O4S2Y
Method: DFT, ωB97M-V/def2-TZVPD

Calculated values
- Kohn-Sham gap (alpha / beta) (eV) = 4.6 / 6.6
- E_LUMO (alpha / beta) (eV) = -1.1 / -1.1
- max |F| (eV/Å) = 0.8
- energy (a.u.) = -2527.2659
- HOMO energy (alpha / beta) (eV) = -5.687 / -7.674

```
! wB97M-V def2-TZVPD RIJCOSX def2/J DEFGRID3
* xyz 0 2
Y 0.204 -0.644 1.288
O -2.752 4.154 2.174
C -2.385 4.257 0.885
C -2.647 5.464 0.235
C -2.312 5.631 -1.093
C -1.708 4.599 -1.808
C -1.435 3.409 -1.159
C -1.752 3.216 0.185
C -1.422 1.925 0.829
O -0.662 1.086 0.180
N -1.880 1.693 2.028
N -1.441 0.453 2.463
C -1.932 -0.018 3.597
C -1.562 -1.323 3.961
C -1.895 -1.870 5.232
C -1.502 -3.129 5.559
C -0.750 -3.884 4.614
C -0.442 -3.300 3.422
N -0.803 -2.046 3.057
H -2.534 3.234 2.463
H -3.124 6.251 0.804
H -2.530 6.573 -1.581
H -1.464 4.722 -2.854
H -0.980 2.584 -1.692
H -2.613 0.576 4.198
H -2.463 -1.258 5.920
H -1.751 -3.552 6.523
H -0.426 -4.893 4.822
H 0.141 -3.847 2.686
O 4.178 -0.714 -0.093
S 2.881 -0.099 -0.178
O 2.376 0.613 1.012
N 1.690 -1.091 -0.426
C 1.429 -1.884 -1.532
C 2.221 -2.098 -2.627
C 1.776 -2.930 -3.684
C 0.563 -3.548 -3.643
C -0.278 -3.355 -2.514
C -1.547 -3.962 -2.386
C -2.310 -3.736 -1.277
C -1.802 -2.884 -0.277
N -0.630 -2.300 -0.365
C 0.151 -2.524 -1.470
C 2.951 1.065 -1.493
C 1.896 1.953 -1.665
C 1.955 2.866 -2.705
C 3.052 2.885 -3.557
C 4.101 1.996 -3.372
C 4.058 1.079 -2.331
H 3.201 -1.645 -2.690
H 2.428 -3.071 -4.536
H 0.227 -4.186 -4.450
H -1.904 -4.609 -3.179
H -3.284 -4.186 -1.150
H -2.375 -2.678 0.620
H 1.047 1.926 -0.994
H 1.145 3.572 -2.841
H 3.093 3.604 -4.366
H 4.959 2.021 -4.031
H 4.873 0.391 -2.155
S 2.820 -1.464 4.259
C 1.881 -1.070 3.159
*
```

Atomic partial charges in e from the Löwdin method, atoms 1 to 2: Y 1.4178; O 0.0503

Molecular formula: C9H23BFLaN3O2S
Method: DFT, ωB97M-V/def2-TZVPD

Calculated values
- Kohn-Sham gap (eV) = 1.8
- E_LUMO (eV) = -14.3
- max |F| (eV/Å) = 1.8
- energy (a.u.) = -1224.7679
- HOMO energy (eV) = -16.052

```
! wB97M-V def2-TZVPD RIJCOSX def2/J DEFGRID3
* xyz 3 1
C 2.513 -3.084 1.316
N 2.377 -2.580 -0.034
C 2.678 -1.210 -0.292
N 1.641 -0.220 0.124
B 2.249 1.148 0.068
N 2.010 2.018 -1.059
O 2.977 1.561 1.118
C 0.357 -0.277 -0.569
S 0.357 -1.043 -2.237
C -0.676 -0.987 0.327
C -1.851 -1.725 -0.314
O -1.124 -0.166 1.415
C -1.673 1.095 1.215
C -0.717 2.276 1.063
C -2.816 1.068 0.132
C -2.433 1.395 -1.290
F -3.690 1.492 -2.071
H 2.615 -2.265 2.027
H 1.666 -3.700 1.599
H 3.416 -3.694 1.399
H 1.554 -2.922 -0.514
H 3.560 -0.971 0.298
H 2.964 -1.098 -1.339
H 2.210 2.979 -0.795
H 2.596 1.809 -1.864
H 2.800 1.059 1.925
H 0.080 0.755 -0.761
H 0.619 0.064 -2.928
H -0.099 -1.775 0.805
H -2.581 -1.890 0.482
H -2.342 -1.189 -1.131
H -1.561 -2.709 -0.661
H -2.207 1.298 2.144
H -0.428 2.530 0.049
H 0.180 1.994 1.607
H -1.125 3.148 1.567
H -3.570 1.843 0.465
H -3.319 0.079 0.228
H -1.956 2.359 -1.403
H -1.878 0.587 -1.758
La -5.372 0.950 -0.354
*
```

Atomic partial charges in e from the Löwdin method, atoms 1 to 2: C -0.0498; N -0.0015

Molecular formula: C20H31INOP2Sm
Method: DFT, ωB97M-V/def2-TZVPD

Calculated values
- Kohn-Sham gap (alpha / beta) (eV) = 5.4 / 6.4
- E_LUMO (alpha / beta) (eV) = -7.6 / -6.9
- max |F| (eV/Å) = 5.9
- energy (a.u.) = -2548.5217
- HOMO energy (alpha / beta) (eV) = -12.930 / -13.285

```
! wB97M-V def2-TZVPD RIJCOSX def2/J DEFGRID3
* xyz 2 6
C 1.969 -1.089 -4.314
I 0.728 -1.013 -2.433
H 1.825 -2.110 -4.680
H 3.011 -0.885 -4.051
H 1.554 -0.345 -4.999
Sm -0.177 -0.079 0.308
P 2.317 -1.352 1.145
C 3.889 -0.406 1.254
C 2.230 -2.001 2.867
H 3.148 -2.549 3.114
H 3.803 -3.223 0.660
H 1.358 -2.663 2.949
H 2.121 -3.561 0.143
H 3.770 0.467 1.906
H 2.083 -1.165 3.563
C 2.908 -2.800 0.188
H 4.684 -1.056 1.648
H 3.135 -2.490 -0.839
H 4.165 -0.050 0.254
P -2.416 1.138 -1.134
C -2.352 2.824 -1.846
C -2.902 0.238 -2.661
H -4.269 0.215 0.137
H -4.783 1.663 -0.810
H -3.828 1.833 0.716
C -3.989 1.227 -0.187
H -3.088 -0.817 -2.429
H -3.813 0.684 -3.085
H -3.324 3.068 -2.304
H -1.559 2.873 -2.604
H -2.085 0.284 -3.393
H -2.118 3.557 -1.064
C 0.607 2.108 -0.448
O 1.116 3.064 -0.851
C 2.493 2.685 4.971
C 2.548 2.878 3.589
C 1.644 2.229 2.760
C 0.624 1.426 3.313
C 0.547 1.270 4.712
C 1.500 1.871 5.529
N -0.265 0.752 2.477
C -1.580 0.496 2.916
C -2.156 -0.780 2.665
C -3.439 -1.055 3.139
C -4.177 -0.074 3.811
C -3.633 1.209 3.996
C -2.336 1.488 3.575
H 3.229 3.159 5.612
H 3.297 3.533 3.146
H 1.685 2.352 1.677
H -0.261 0.668 5.131
H 1.453 1.696 6.600
H -1.543 -1.576 2.199
H -3.849 -2.062 3.018
H -5.176 -0.303 4.191
H -4.224 1.974 4.502
H -1.887 2.468 3.753
*
```

Atomic partial charges in e from the Löwdin method, atoms 1 to 2: C -0.3247; I 0.8318

Look up the max |F| of the third one. 0.8 eV/Å